Computed, not measured: a single C22H25N5O molecule in a non-equilibrium geometry, with ωB97M-V with the def2-TZVPD basis set.

Charge: 0
HOMO-LUMO gap (eV): 8.310
Structure (SMILES): Nc1ccccc1C(=O)N/N=C1\[C@H]2CN3CCN(C2)C[C@@]1(c1ccccc1)C3
Energy relative to the best compared isomer or geometry (same formula, charge and spin) (kJ/mol): 153.51
HOMO level (eV): -7.61

Cartesian coordinates (Å):
N 5.3808 2.3833 -0.1198
C 4.8591 1.1374 -0.1360
C 5.7086 0.0388 -0.3435
C 5.2197 -1.2427 -0.4091
C 3.8553 -1.4724 -0.2700
C 3.0007 -0.4136 -0.0627
C 3.4648 0.9041 0.0143
C 2.5733 2.0384 0.2630
O 2.9639 3.2002 0.4133
N 1.2100 1.8962 0.3453
N 0.4562 0.7904 0.2242
C -0.8144 0.8241 0.2270
C -1.7311 2.0121 0.2730
C -2.7808 1.7924 1.3807
N -3.5315 0.5721 1.2367
C -4.7006 0.6305 0.3956
C -4.4356 0.7657 -1.1356
N -3.0545 0.8974 -1.5280
C -2.3873 2.1069 -1.1257
C -2.2321 -0.2774 -1.3985
C -1.5760 -0.4555 0.0007
C -0.6827 -1.6740 0.0923
C 0.0374 -1.8882 1.2661
C 0.8457 -2.9982 1.4186
C 0.9551 -3.9241 0.3952
C 0.2519 -3.7212 -0.7771
C -0.5601 -2.6086 -0.9274
C -2.6843 -0.5807 1.0878
H 6.3769 2.5046 -0.1111
H 4.7576 3.1411 0.1283
H 6.7681 0.2265 -0.4524
H 5.8973 -2.0693 -0.5686
H 3.4604 -2.4755 -0.3207
H 1.9479 -0.6028 0.0472
H 0.7583 2.8022 0.4905
H -1.1982 2.9465 0.4769
H -3.4772 2.6344 1.4061
H -2.2595 1.7526 2.3458
H -5.2773 -0.2790 0.5868
H -5.3004 1.4765 0.7419
H -4.8327 -0.1099 -1.6560
H -4.9642 1.6418 -1.5222
H -3.1033 2.9320 -1.1494
H -1.5971 2.3166 -1.8581
H -2.8474 -1.1481 -1.6333
H -1.4257 -0.2011 -2.1377
H -0.0188 -1.1671 2.0676
H 1.3968 -3.1373 2.3369
H 1.5855 -4.7936 0.5107
H 0.3327 -4.4322 -1.5867
H -1.0898 -2.4847 -1.8582
H -3.3052 -1.4510 0.8625
H -2.1964 -0.7567 2.0526



Computed, not measured: C22H26BF4N4Pd as an isolated structure in a non-equilibrium geometry, with ωB97M-V with the def2-TZVPD basis set.

Charge: -1
HOMO-LUMO gap (spin up / spin down) (eV): 6.427 / 6.391
Energy relative to the best compared isomer or geometry (same formula, charge and spin) (kJ/mol): 90.50
HOMO level (spin up / spin down) (eV): -4.16 / -4.17

Cartesian coordinates (Å):
Pd 0.2470 0.0193 -0.4038
C 1.6906 -2.7739 -2.5143
C 0.5737 -1.8347 -2.9898
C -0.7931 -2.1610 -2.3517
N -1.3094 -1.0268 -1.6107
C -2.4504 -0.4372 -1.7837
C -3.3058 -0.6741 -2.8984
C -4.5895 -0.2595 -3.1606
C -5.4746 0.4790 -2.3768
C -5.2051 1.0282 -1.1339
C -4.0218 1.0782 -0.4201
C -2.7338 0.5706 -0.7145
N -1.6799 0.8764 -0.0059
C -1.5792 1.8678 1.0299
C -1.1150 3.2207 0.4680
C -0.1326 3.1171 -0.7011
N 0.8942 2.1211 -0.4986
C 2.0350 2.2154 -1.1317
C 2.3495 3.2227 -2.0804
C 3.5849 3.6719 -2.5165
C 4.8516 3.3338 -2.0701
C 5.1612 2.3031 -1.1774
C 4.3553 1.2950 -0.7114
C 2.9611 1.0670 -0.9405
N 2.3857 -0.0980 -0.9153
C 3.1360 -1.3429 -0.9238
C 3.0380 -2.0854 -2.2758
H 1.8223 -3.5832 -3.2383
H 1.3980 -3.2362 -1.5670
H 0.4971 -1.8347 -4.0803
H 0.8287 -0.8206 -2.6950
H -0.6589 -2.9484 -1.6058
H -1.4853 -2.5541 -3.1035
H -2.8525 -1.2684 -3.6814
H -4.9831 -0.5813 -4.1204
H -6.4735 0.6277 -2.7703
H -6.0443 1.5212 -0.6526
H -4.0832 1.5957 0.5298
H -0.8325 1.5051 1.7370
H -2.5071 2.0238 1.5876
H -0.6669 3.7938 1.2835
H -1.9816 3.7788 0.1033
H 0.3090 4.1074 -0.8538
H -0.6958 2.8614 -1.6082
H 1.4877 3.6967 -2.5352
H 3.5499 4.4511 -3.2722
H 5.6801 3.9206 -2.4496
H 6.1987 2.2526 -0.8617
H 4.8340 0.5501 -0.0876
H 2.7342 -1.9934 -0.1436
H 4.1965 -1.1767 -0.7212
H 3.8151 -2.8550 -2.2633
H 3.2757 -1.3920 -3.0894
F 1.7678 -3.6698 1.0358
B 0.4466 -3.2663 1.3049
F 0.3713 -1.8426 1.0486
F 0.1125 -3.4930 2.6365
F -0.4386 -3.9117 0.4324



Computed, not measured: C22H26BrIrN5OS as an isolated structure in a non-equilibrium geometry, with ωB97M-V with the def2-TZVPD basis set.

Charge: +2
Multiplicity: 6
HOMO-LUMO gap (spin up / spin down) (eV): 5.041 / 4.868
Energy relative to the best compared isomer or geometry (same formula, charge and spin) (kJ/mol): 138.95
HOMO level (spin up / spin down) (eV): -11.31 / -13.02

Cartesian coordinates (Å):
Ir 0.0908 0.8758 0.1743
Br 0.1591 -3.8529 5.7478
C 0.1330 -2.3429 4.7465
C 0.2360 -1.0691 5.2748
C 0.2761 0.0583 4.4216
C 0.2763 -0.0846 3.0445
C 0.1416 -1.3739 2.4754
C 0.1111 -2.4802 3.3583
N 0.1326 1.1047 2.2211
C -0.0307 2.3333 2.7057
C -0.4539 3.3342 1.8021
C -1.0540 4.5020 2.1995
C -1.6158 5.2866 1.2165
C -1.2657 5.0567 -0.1231
C -0.7422 3.8335 -0.4699
N -0.4010 2.9786 0.4989
H 0.3242 -0.9681 6.3556
H 0.2863 1.0441 4.8456
H 0.2396 -1.4599 1.4220
H 0.0945 -3.5179 2.8626
H 0.2320 2.5927 3.6992
H -0.9963 4.8244 3.2303
H -2.2253 6.1471 1.4123
H -1.4772 5.7729 -0.8798
H -0.4881 3.5593 -1.4951
C 1.7318 -0.4613 -4.9115
C 2.6725 -0.4869 -3.6997
N 1.9523 -0.6329 -2.3862
C 2.5641 -0.7520 -1.1710
S 2.2307 0.3630 0.1706
N 3.3401 -1.7854 -0.9814
C 3.3726 -3.0964 -1.6991
C 3.5332 -4.3213 -0.7953
H 2.1580 0.0228 -5.8125
H 0.8538 0.1464 -4.6037
H 1.3187 -1.4312 -5.2525
H 3.2418 0.4464 -3.7285
H 3.4523 -1.3391 -3.8105
H 1.1084 -0.1187 -2.3062
H 3.7931 -1.7598 -0.0645
H 4.1788 -3.0575 -2.4904
H 2.4493 -3.0530 -2.2440
H 4.3836 -4.3000 -0.1166
H 3.5491 -5.2157 -1.3621
H 2.6460 -4.3061 -0.1410
O -1.3062 0.9277 -1.1015
N -2.6165 0.3012 -1.0988
C -2.8974 -0.9961 -1.3928
C -4.2517 -1.4667 -1.3838
C -5.2466 -0.5466 -1.1124
C -4.9298 0.8086 -0.9711
C -3.6139 1.2392 -1.0272
H -1.9891 -1.6115 -1.5845
H -4.4345 -2.5209 -1.3396
H -6.2377 -0.9530 -0.8836
H -5.6916 1.5430 -0.6236
H -3.2980 2.2590 -0.8218